# 1
13
Properties=species:S:1:pos:R:3 method="wB97M-V/def2-TZVPD" smiles="O=C/C=C(/Cl)CC=O" total_energy_ev=-21881.302 relative_energy_kcal_mol=40.27 lumo_energy_ev=-0.75 homo_lumo_gap_ha=0.3455 max_force_ev_per_a=4.67 charge=0 homo_energy_ev=-10.15
O 2.50554 -1.75201 0.98988
H 1.66272 -0.68185 -1.06443
C 1.06506 -0.46797 -0.27322
O -2.02744 -0.69777 1.63543
H -1.02514 1.95880 0.45871
Cl -0.25262 1.07610 -1.96812
H -0.31362 1.10104 1.75436
C 1.52054 -1.00206 0.92861
C -0.75327 0.97145 0.73088
C -1.75878 -0.02289 0.65175
H 0.96009 -0.83460 1.85282
C 0.16566 0.53375 -0.42144
H -2.24944 -0.31256 -0.24541

***

# 2
45
Properties=species:S:1:pos:R:3 method="wB97M-V/def2-TZVPD" total_energy_ev=-67071.009 relative_energy_kcal_mol=9.25 spin_multiplicity=5 lumo_energy_ev="-6.03 / -6.40" homo_lumo_gap_ha="0.2016 / 0.1876" max_force_ev_per_a=2.41 charge=+1 homo_energy_ev="-11.51 / -11.51"
O 0.38285 -2.01073 -0.23528
C 5.67766 -0.75397 -1.02273
O -2.40680 4.89408 -0.90651
O 2.21901 -0.86365 -0.46369
C -1.15730 1.72545 3.12383
O 0.32625 0.13495 -0.14712
O -2.12067 2.72248 2.81806
H 6.15375 1.00362 0.13517
O -0.95105 2.42629 -1.29116
H 6.60833 -0.78386 -1.59117
H -0.25573 1.87864 2.51660
H 5.88186 -1.34979 -0.12646
H -2.95575 -3.38187 0.95742
H -1.13324 -4.36560 1.68804
H -2.78155 3.69615 -2.60025
H -2.95597 -4.98225 0.11220
H 3.84266 -1.15406 -1.26142
C -1.70851 0.32581 2.95871
N 1.00352 -0.86893 -0.29368
H 6.56242 1.64398 -1.91717
C 5.43375 0.71734 -0.63979
H -1.89967 -3.56903 -2.83739
C -2.95119 3.74533 -1.52114
H -0.40878 1.92169 -0.68085
C -2.40606 -4.05928 0.30151
H -2.07274 -2.24844 -0.86709
O 4.62220 -1.27123 -1.82607
H -4.02668 3.72547 -1.35883
H -1.49470 4.97288 -1.20607
O -1.98469 -0.06292 1.61437
H -2.29773 2.57932 0.21874
H -1.21245 0.20815 1.09295
H -3.44722 -3.19314 -1.39101
O -1.05068 -4.31064 0.72546
H -0.99095 -0.37624 3.39447
H -1.67331 3.57374 2.83218
O 5.61912 1.59778 -1.73883
O -1.53486 -3.87490 -1.99274
C -2.43447 -3.27333 -0.99727
H -2.87052 1.59311 -1.10824
H 4.44450 0.87252 -0.21348
H -2.68511 0.34536 3.44779
Fe 0.23940 -3.87049 -1.00032
H -0.85042 1.81561 4.17149
C -2.29850 2.50459 -0.87325

***

# 3
85
Properties=species:S:1:pos:R:3 method="wB97M-V/def2-TZVPD" total_energy_ev=-171877.236 spin_multiplicity=4 lumo_energy_ev="2.03 / 2.03" homo_lumo_gap_ha="0.1820 / 0.2205" max_force_ev_per_a=0.63 charge=-1 homo_energy_ev="-2.92 / -3.97"
C 1.05464 -2.91402 -0.66702
C -5.47854 2.39327 -3.95139
H 0.04251 -3.76081 -2.38957
H -2.50517 -2.03346 1.34568
H 0.57747 -3.59229 1.34326
C -4.49401 -1.50069 -1.34651
S 0.04184 -0.98936 3.80637
H 6.29622 0.11598 4.75246
C 2.31039 -3.73268 -0.97577
H -5.99990 1.37765 -7.13166
H -5.33804 2.00375 -2.95201
C -4.11183 -1.99450 -0.11084
H 0.91339 -2.25120 -2.73334
C -1.26162 3.41621 2.47569
C -5.69861 4.27432 -5.42230
H 5.38005 1.35819 1.47355
H -6.02661 3.82829 -7.49689
C -2.84609 -1.68351 0.37731
N 1.23760 -1.53847 -0.14418
H -0.62156 -2.21161 -1.87157
O -0.25129 0.60149 -1.50542
H 3.37469 1.57488 6.28055
H -3.19084 1.11609 -4.95241
H 0.20237 -4.77181 0.07050
H -1.02442 1.54549 -3.89743
O -0.81337 -0.43994 4.83206
H 6.49778 -1.61041 0.15203
H -0.83459 -3.36877 0.30933
C -0.71257 1.04884 2.41690
H 3.02728 -3.17911 -1.58141
H 3.87321 -2.46745 0.40579
C 4.55553 0.74378 1.12793
C -3.96967 -0.12403 -3.37762
H 2.57531 -2.09192 3.06724
C 3.20230 0.77705 5.56721
C -5.51511 3.76155 -4.14742
H 1.99514 -4.60757 -1.54831
V -0.14117 -0.19376 0.19397
C -1.41028 0.37737 -2.16571
C -2.35700 -0.43974 -1.52776
N -1.98964 -0.94190 -0.30776
N -5.16327 -0.50675 -3.90038
H 5.72426 1.33275 5.73967
H -5.40104 4.43312 -3.30617
C 4.28492 0.08011 5.03326
N -5.72420 0.12293 -4.91074
C 1.90995 0.44499 5.20226
H 1.06992 0.96341 5.64274
C -1.74966 0.91975 -3.38963
N -0.27350 -0.23288 2.41613
H -1.49237 4.43215 2.74760
C 2.39927 -0.88853 0.22126
Br -5.72417 6.15969 -5.68598
C 2.75594 -1.28720 3.76684
H 6.80706 -0.52572 1.50811
C -2.98985 0.68191 -3.98392
C 3.05436 2.77297 1.15328
C -5.84800 2.05722 -6.30238
C 4.73871 -0.61253 0.89690
C -3.62513 -0.70482 -2.09347
C 3.30880 1.31239 0.89750
H 4.87786 -1.52697 3.74246
C 4.04344 -0.96947 4.14729
C 0.30127 -2.77369 -1.99593
C 1.68413 -0.57390 4.28573
H 6.04123 -2.09814 1.77398
S -0.78177 2.24541 3.66388
H -1.66635 3.33135 0.34484
C 6.09398 -1.24192 1.09734
C -5.87087 3.42423 -6.50509
H 2.42231 2.90042 2.03622
C -1.36035 2.84337 1.25798
O 0.02282 -2.39600 3.52185
H -4.77624 -2.60681 0.48195
C 3.68090 -1.41626 0.49589
C 0.20112 -3.70849 0.32731
H 1.42003 1.08789 0.05748
H 3.98656 3.31175 1.32437
N 5.58992 0.38853 5.41718
H -5.47154 -1.71126 -1.76068
C 2.28984 0.51883 0.40152
C -5.63014 1.50114 -5.02902
N -1.06543 1.50379 1.23148
H 2.80147 -4.10283 -0.07657
H 2.53803 3.23889 0.31214

***

# 4
17
Properties=species:S:1:pos:R:3 method="wB97M-V/def2-TZVPD" total_energy_ev=-12375.363 relative_energy_kcal_mol=155.88 lumo_energy_ev=0.90 homo_lumo_gap_ha=0.1723 max_force_ev_per_a=6.23 charge=-1 homo_energy_ev=-3.79
N 1.16759 -2.18580 0.53413
H 1.94305 -0.84681 1.90153
C 0.69409 0.36062 0.63302
H -1.89391 0.48668 -1.38274
O -2.40334 0.20445 -2.76147
H 0.22110 0.25345 -1.52911
H 0.11812 1.42371 2.21730
C -0.25197 0.00555 -0.56463
N -0.13547 0.52658 1.82160
H -0.35467 -1.10445 -0.56045
C 1.67571 -0.94244 0.85661
H 2.50586 -0.70319 0.20079
H -3.01422 -0.30817 -3.29276
H 1.10686 -2.69541 1.41856
H -1.11567 0.56795 1.56111
O 1.39750 1.42040 0.41856
O -1.45133 0.67741 -0.47408

***

# 5
48
Properties=species:S:1:pos:R:3 method="wB97M-V/def2-TZVPD" smiles="COc1cccc(C[N@@H+](C)CC(=O)NCc2ccc(C)cc2)c1" total_energy_ev=-27178.471 relative_energy_kcal_mol=0.00 lumo_energy_ev=-2.26 homo_lumo_gap_ha=0.3346 max_force_ev_per_a=0.75 charge=+1 homo_energy_ev=-11.37
H -3.43858 -0.08559 1.84796
C 5.69969 -0.38336 0.14537
C -3.20026 0.89320 -0.05747
H -1.60244 4.19030 1.88554
H -0.27561 4.29958 0.70817
C -2.99263 2.26832 0.51936
C -3.37984 -0.19707 0.77541
H 5.58293 -2.26356 1.15954
C 2.97616 -0.75973 -0.37682
C 3.63063 0.37861 -0.83118
C 4.97555 0.56203 -0.57327
H 1.23300 -0.57323 -1.62946
C -3.49576 -1.65386 -1.13368
C -3.16862 0.71223 -1.43668
C 5.03736 -1.51702 0.60198
H 0.83837 -0.41392 1.29651
H -1.92492 4.70024 0.22116
C 7.16186 -0.19856 0.39584
C 3.69091 -1.70309 0.34863
H 5.47372 1.44753 -0.93923
H 1.21676 -1.98741 -0.54291
C -1.32378 4.03949 0.84291
C -3.92948 -3.78545 0.70438
H -3.03717 1.55511 -2.09717
H -1.22502 2.48423 -0.55942
N -1.55196 2.64398 0.45447
H -3.61350 -2.63095 -1.57225
C -3.31742 -0.55805 -1.96004
C -0.67922 1.67503 1.13925
H 0.06884 2.18763 1.74623
C -3.53338 -1.48260 0.24826
O -0.14540 1.34224 -1.13738
C 0.02214 0.90300 -0.00750
O -3.69311 -2.46782 1.15666
H 7.46499 -0.68769 1.31814
H -4.83314 -3.83990 0.09197
H -3.31689 2.31308 1.56158
H 3.19622 -2.59468 0.70686
H -1.25419 0.99574 1.76786
N 0.72341 -0.16314 0.32520
H -3.29654 -0.70083 -3.02875
H 7.73249 -0.64087 -0.42108
H -4.06705 -4.38205 1.60390
H -3.55506 3.00567 -0.05701
C 1.50329 -0.93754 -0.63701
H 3.08290 1.11744 -1.39864
H 7.41895 0.85639 0.44995
H -3.07714 -4.17296 0.13897

***

# 6
25
Properties=species:S:1:pos:R:3 method="wB97M-V/def2-TZVPD" total_energy_ev=-21306.080 relative_energy_kcal_mol=3.68 spin_multiplicity=3 lumo_energy_ev="-2.90 / -4.73" homo_lumo_gap_ha="0.2085 / 0.2691" max_force_ev_per_a=2.94 charge=+1 homo_energy_ev="-8.58 / -12.05"
C -1.92658 1.31189 -2.13263
H 1.42430 0.62659 2.12572
H 1.19894 0.95468 -1.14066
H -1.58462 -0.37495 2.20955
C 2.23415 -2.14858 0.59919
H -1.18733 1.86382 -2.71758
N 1.46017 -0.21000 1.63973
H 2.46154 -1.82886 -0.36042
H 0.06077 -0.20723 -1.89524
H -1.06173 2.05838 -0.35365
H -2.01765 0.31280 -2.67271
C 0.24856 0.46745 -1.10436
H 2.49959 -1.60276 2.84304
C -0.95399 0.02321 1.36203
H -2.03518 -0.63328 -0.36008
C 2.54416 -1.25252 1.76283
S 0.40952 -2.35649 0.62039
C -1.88352 0.25813 0.16879
H -2.82620 1.91334 -2.00484
N -1.13988 1.12020 -0.84946
C 0.31563 -0.67097 1.11296
H -2.89599 0.59865 0.45926
H -0.69918 1.04892 1.56628
H 2.89847 -3.00056 0.70102
H 3.50331 -0.78562 1.54927